Entry 1:
Formula: C6H12N2OPYb
Source: OMol25
Level of theory: wB97M-V/def2-TZVPD

The calculation puts the frontier orbital gap (alpha / beta) at 4.58 / 5.01 eV. Its lowest unoccupied orbital energy (alpha / beta) is -0.32 / -0.48 eV. The total energy comes out at -1920.4615 hartree. The relative energy (zero: lowest compared OMol25 entry of this formula, charge and spin) comes out at 237.0 kJ/mol. The spin multiplicity is 2. As for the charge: 0. The calculation puts the strongest force on any atom at 3.9 eV Å⁻¹.

Element x y z (Å)
C -1.566 0.711 -0.692
C -2.567 0.792 -1.697
C -3.844 0.801 -1.063
C -3.651 0.718 0.351
C -2.254 0.677 0.615
Yb 1.167 1.269 1.611
P 2.756 2.368 -0.330
H -0.484 0.655 -0.846
H -2.388 0.829 -2.769
H -4.806 0.851 -1.571
H -1.770 0.608 1.597
H -4.442 0.683 1.099
H 3.410 3.634 -0.134
H 2.328 2.652 -1.675
H 3.960 1.672 -0.715
N 1.884 -2.735 1.893
C 1.676 -1.918 0.847
N 1.784 -2.384 -0.406
O 1.391 -0.685 1.060
H 2.113 -3.716 1.763
H 1.706 -2.369 2.822
H 1.552 -1.763 -1.173
H 2.044 -3.349 -0.585

Entry 2:
Formula: C2H7O5PS
Source: OMol25
Level of theory: wB97M-V/def2-TZVPD

The calculation puts the frontier orbital gap at 9.87 eV. Its lowest unoccupied orbital energy is 0.31 eV. The total energy comes out at -1196.2196 hartree. As for the charge: 0. The calculation puts the strongest force on any atom at 0.4 eV Å⁻¹.

Element x y z (Å)
C 2.880 -0.065 -0.531
O 1.986 -0.849 0.243
C 0.788 -0.289 0.577
O -0.214 -0.802 -0.347
P -1.722 -0.442 -0.096
O -2.258 -0.647 1.248
O -2.395 -1.272 -1.265
O -1.905 1.074 -0.611
S -1.873 2.330 0.508
H 2.572 0.982 -0.555
H 3.870 -0.128 -0.081
H 2.931 -0.452 -1.549
H 0.499 -0.586 1.585
H 0.799 0.801 0.487
H -3.339 -1.383 -1.062
H -2.619 1.729 1.449

Entry 3:
Formula: C20H29N3O2S
Source: OMol25
Level of theory: wB97M-V/def2-TZVPD

The calculation puts the frontier orbital gap at 9.26 eV. Its lowest unoccupied orbital energy is 0.54 eV. The total energy comes out at -1492.3902 hartree. The relative energy (zero: lowest compared OMol25 entry of this formula, charge and spin) comes out at 291.6 kJ/mol. As for the charge: 0. The calculation puts the strongest force on any atom at 2.2 eV Å⁻¹. As for the structure (SMILES): CNC(=O)[C@H](CCSC)NC(C)=O.C#CCN[C@@H]1CCc2ccccc21.

Element x y z (Å)
C 6.842 1.830 3.244
N 5.976 1.644 2.081
C 4.778 1.042 2.117
O 4.312 0.592 3.158
C 3.969 0.961 0.806
C 3.099 -0.307 0.682
C 2.133 -0.291 -0.511
S 0.784 0.921 -0.400
C 1.463 2.358 -1.274
N 4.735 1.240 -0.428
C 5.785 0.602 -0.948
C 6.267 -0.725 -0.395
O 6.372 1.103 -1.891
H 7.118 0.858 3.658
H 7.745 2.371 2.959
H 6.311 2.397 4.012
H 6.293 2.000 1.192
H 3.262 1.783 0.910
H 2.501 -0.417 1.588
H 3.737 -1.185 0.609
H 1.670 -1.278 -0.557
H 2.683 -0.148 -1.441
H 0.682 3.111 -1.382
H 1.806 2.056 -2.264
H 2.290 2.790 -0.716
H 4.487 2.077 -0.932
H 5.586 -1.513 -0.712
H 7.255 -0.932 -0.803
H 6.331 -0.703 0.689
C -7.560 -4.933 -1.060
C -7.168 -3.894 -1.555
C -6.673 -2.635 -2.111
N -5.877 -2.039 -1.039
C -5.355 -0.680 -1.201
C -4.226 -0.615 -2.238
C -3.228 0.426 -1.708
C -3.482 0.402 -0.235
C -2.688 0.918 0.792
C -3.096 0.767 2.123
C -4.300 0.113 2.417
C -5.096 -0.387 1.380
C -4.676 -0.236 0.053
H -7.903 -5.850 -0.624
H -7.513 -1.991 -2.391
H -6.064 -2.819 -3.002
H -6.355 -2.140 -0.146
H -6.156 0.025 -1.452
H -4.604 -0.348 -3.229
H -3.730 -1.589 -2.306
H -3.441 1.420 -2.113
H -2.195 0.155 -1.950
H -1.761 1.429 0.563
H -2.477 1.157 2.925
H -4.615 -0.002 3.450
H -6.030 -0.892 1.605

Entry 4:
Formula: C3H3BrO2
Source: OMol25
Level of theory: wB97M-V/def2-TZVPD

The calculation puts the frontier orbital gap (alpha / beta) at 8.10 / 7.27 eV. Its lowest unoccupied orbital energy (alpha / beta) is -0.40 / -0.90 eV. The total energy comes out at -2840.4896 hartree. The relative energy (zero: lowest compared OMol25 entry of this formula, charge and spin) comes out at 251.4 kJ/mol. As for the charge: 0. The calculation puts the strongest force on any atom at 1.5 eV Å⁻¹.

Element x y z (Å)
C -0.583 0.781 -0.023
C -1.491 -0.316 -0.051
C 1.511 -0.283 0.090
O 0.735 0.722 -0.008
O -1.211 -1.503 -0.026
Br 3.335 0.085 -0.004
H -0.949 1.792 -0.074
H -2.541 0.029 -0.124
H 1.194 -1.308 0.220